Record 1
2 unconnected molecules or ions with the total composition C4H8IN2. Source: the OMol25 dataset; level of theory: ωB97M-V/def2-TZVPD.

Geometry as ORCA input:
```
! RIJCOSX wB97M-V def2-TZVPD def2/J DEFGRID3
* xyz 1 1
C 1.066 -1.145 0.944
C -0.977 -0.821 0.090
C -0.067 0.017 -0.565
C -0.329 1.054 -1.619
N 1.210 -0.261 0.002
N -0.265 -1.504 1.065
I -0.116 2.035 2.147
H 1.893 -1.582 1.604
H -0.377 1.354 0.362
H -2.081 -0.711 0.302
H 0.488 1.743 -1.629
H -1.380 1.400 -1.337
H -0.452 0.475 -2.589
H 2.145 0.093 -0.413
H -0.759 -2.146 1.636
*
```

The value obtained for the HOMO-LUMO gap is 8.77 eV. For the HOMO energy, the calculation gives -12.94 eV. Its total energy is -564.11593 Eh. The value obtained for the relative energy (zero: lowest compared OMol25 entry of this formula, charge and spin) is 166.9 kJ/mol. The calculation puts the max |F| at 0.07629 Eh/bohr. Its LUMO energy is -0.15357 Ha.


Record 2
2 unconnected molecules or ions with the total composition C4H8IN2. Source: the OMol25 dataset; level of theory: ωB97M-V/def2-TZVPD.

Geometry as ORCA input:
```
! RIJCOSX wB97M-V def2-TZVPD def2/J DEFGRID3
* xyz 1 1
C -0.371 -0.036 1.920
C -0.306 0.842 -1.686
C 0.584 0.271 0.721
C -0.015 -0.099 -0.639
N -0.999 -2.300 -0.518
N -0.566 -1.288 -0.654
I 2.601 -1.456 -1.785
H -0.115 0.361 2.949
H -1.392 0.423 1.899
H -0.493 -1.082 1.965
H -0.089 0.695 -2.822
H -1.485 1.020 -1.648
H 0.242 1.727 -1.246
H 0.983 1.327 0.678
H 1.422 -0.407 0.864
*
```

The value obtained for the HOMO-LUMO gap (alpha / beta) is 5.24 / 5.32 eV. For the HOMO energy (alpha / beta), the calculation gives -13.54 / -13.64 eV. Its total energy is -563.99235 Eh. The value obtained for the relative energy (zero: lowest compared OMol25 entry of this formula, charge and spin) is 491.4 kJ/mol. The calculation puts the max |F| at 0.06863 Eh/bohr. Its LUMO energy (alpha / beta) is -0.30511 / -0.30558 Ha.